Record 1
{"formula": "C51H37Br4F4N7O2RuS3Sb", "method": "the ωB97M-V functional and the def2-TZVPD basis", "symbols": ["C", "H", "C", "C", "Sb", "H", "H", "H", "H", "H", "N", "O", "C", "H", "N", "C", "N", "C", "N", "H", "H", "H", "C", "C", "Br", "C", "H", "F", "H", "H", "H", "C", "H", "C", "H", "H", "C", "H", "C", "C", "C", "H", "H", "C", "H", "Br", "H", "H", "Br", "H", "S", "C", "C", "C", "H", "C", "N", "H", "C", "Br", "C", "C", "C", "H", "C", "C", "C", "H", "C", "H", "C", "C", "N", "C", "C", "C", "Ru", "C", "C", "C", "F", "H", "C", "C", "C", "C", "F", "C", "S", "H", "O", "C", "H", "H", "H", "C", "C", "F", "N", "C", "H", "C", "S", "C", "C", "C", "H", "H", "C", "C"], "coordinates": [[1.108, -0.011, 6.322], [-0.988, -6.618, 0.686], [-2.420, 1.795, 0.762], [-4.303, 1.136, 2.212], [-2.117, -1.414, 0.485], [1.459, -0.248, 7.318], [0.373, 0.180, -6.732], [-2.971, -3.197, 2.980], [-3.516, 0.546, 2.683], [-5.083, 1.745, 4.137], [3.245, -7.777, -7.592], [2.469, 0.337, 1.061], [-0.394, 1.194, 4.875], [-1.214, 1.892, 4.754], [5.385, -2.734, -0.674], [2.703, -4.101, -2.594], [-0.765, -7.494, -6.432], [-0.343, 0.772, 2.394], [-0.279, -0.801, -4.985], [-4.345, 1.655, 0.169], [-0.375, 1.377, 7.002], [-0.052, -2.179, 2.618], [-1.511, -4.542, 0.687], [1.452, -4.709, -2.716], [6.285, 3.250, -0.994], [0.158, 0.581, 3.716], [-5.119, 0.462, 1.954], [0.548, -4.512, -1.735], [-2.050, -4.267, -3.914], [1.233, -4.130, 3.370], [-2.532, -0.749, -6.681], [-3.585, 3.868, -1.476], [-2.086, 2.624, -2.396], [2.553, -7.288, -6.800], [-0.249, -1.470, -6.964], [0.801, -6.358, 2.371], [1.633, -6.765, -5.870], [-7.228, -3.614, 2.949], [-4.194, -1.699, -3.405], [0.474, -4.250, 2.607], [2.010, -2.439, -0.892], [-2.308, -4.675, -0.034], [-1.840, 0.700, -7.460], [3.603, -4.469, -3.598], [-0.946, 2.303, -0.470], [5.394, 0.967, 1.262], [-5.635, 2.749, 2.776], [-3.894, -3.057, -5.043], [3.973, 4.580, -2.938], [-7.356, -2.059, 1.026], [-1.393, 2.159, 2.196], [0.073, 0.901, 6.137], [2.180, 2.868, -1.505], [-2.550, -3.445, -3.415], [-4.251, 3.863, -0.612], [-6.325, -3.177, 2.541], [-1.971, 2.376, -0.355], [-3.430, 1.721, -1.713], [-5.233, -1.780, 0.918], [0.798, 3.661, -2.538], [3.265, -5.319, -4.631], [-2.791, -2.033, -1.469], [0.307, -7.165, -6.135], [1.764, -0.736, 3.085], [1.100, -5.537, -3.756], [-0.781, -5.643, 1.111], [1.991, -5.895, -4.782], [-4.971, -1.134, -3.906], [4.317, -2.897, -1.083], [-5.306, -1.117, 0.064], [-3.982, -2.105, 1.434], [4.121, 1.715, 0.079], [1.168, -1.778, -0.415], [-3.579, -2.764, -4.048], [-0.242, -3.149, 2.164], [4.485, 2.693, -0.849], [0.377, -0.403, 0.820], [-0.383, -0.543, -6.405], [-3.800, -1.338, -2.126], [2.803, 1.261, 0.221], [-0.150, -6.041, -3.747], [-4.272, -0.486, -1.649], [-3.930, -2.942, 2.545], [1.784, 1.895, -0.583], [-5.088, -3.479, 3.090], [1.246, -0.313, 3.937], [4.206, -5.568, -5.559], [3.511, 3.261, -1.660], [-2.105, 0.983, -5.078], [-4.182, 3.973, -2.383], [0.542, 1.564, -0.392], [2.998, -3.145, -1.529], [-3.980, 2.910, 3.384], [-2.920, 4.727, -1.393], [-5.022, -4.149, 3.940], [1.696, -0.602, 5.206], [-2.154, -3.073, -2.138], [4.838, -3.945, -3.596], [-3.771, 1.746, 0.995], [0.223, -5.498, 2.056], [2.519, -1.295, 5.337], [-2.764, 2.577, -1.548], [-0.577, 0.278, -2.574], [-1.219, -3.276, 1.179], [-6.395, -2.312, 1.459], [-1.779, 0.034, -6.603], [-1.333, -3.589, -1.667], [0.528, -1.283, -4.617], [-4.786, 2.204, 3.193], [-0.902, 0.070, -4.157]], "multiplicity": 6, "e_homo_ev": [-1.939, -1.984], "e_lumo_ev": [2.9, 2.8], "total_charge": -2}


Record 2
{"formula": "C51H38FeI2N4O3P2", "method": "the ωB97M-V functional and the def2-TZVPD basis", "symbols": ["C", "C", "C", "H", "P", "O", "C", "C", "H", "O", "C", "P", "C", "H", "H", "Fe", "H", "C", "C", "C", "I", "H", "C", "C", "H", "I", "H", "C", "C", "H", "C", "C", "H", "H", "C", "C", "C", "C", "C", "C", "N", "H", "H", "C", "H", "C", "C", "C", "N", "H", "H", "H", "C", "C", "H", "C", "C", "H", "H", "H", "H", "C", "C", "H", "H", "C", "H", "H", "C", "C", "C", "C", "C", "C", "O", "C", "H", "C", "C", "N", "H", "C", "C", "H", "H", "H", "H", "C", "C", "C", "C", "H", "H", "H", "C", "H", "H", "H", "C", "N", "C"], "coordinates": [[-2.675, 3.186, 1.849], [3.176, 2.271, -2.292], [-2.771, -3.799, 0.316], [-1.291, -1.151, 4.107], [1.017, -1.142, 2.140], [4.118, 1.169, 0.203], [2.255, 4.633, 1.192], [0.572, 5.316, -0.380], [-1.064, 3.973, -0.663], [2.006, 0.586, 0.674], [-1.741, -0.736, -2.935], [-0.517, 1.627, 1.000], [-0.723, -2.726, -0.348], [2.262, -2.073, 4.598], [-3.150, -0.823, -4.559], [0.306, -0.135, -0.224], [-2.503, -0.729, -2.160], [2.696, -1.745, 2.512], [5.254, -2.651, 3.128], [1.557, 3.458, 1.433], [-2.000, -6.893, -0.776], [1.092, 4.119, -5.246], [-2.267, 2.169, 0.983], [-0.325, 1.234, 2.812], [-4.293, 4.410, 2.525], [2.988, -3.910, -2.219], [5.687, -2.352, 1.047], [0.355, 3.209, 0.774], [2.941, 1.086, -0.119], [1.781, 0.834, 3.221], [2.597, 2.879, -3.382], [1.076, -3.903, -1.403], [-5.949, 3.376, 0.999], [6.253, -2.994, 3.368], [-1.430, -0.839, -6.627], [-1.502, -3.902, -0.299], [0.398, 2.215, -2.506], [-0.524, -4.804, 3.131], [-1.102, -0.799, -5.217], [4.291, -2.565, 4.127], [-1.699, -0.876, -7.742], [-1.573, 1.859, -1.775], [-1.385, 4.235, -5.336], [-1.581, -4.518, 3.988], [-2.190, -5.320, 4.387], [0.616, -2.721, -0.853], [3.016, -2.119, 3.820], [-0.137, 4.151, -0.132], [-0.479, -0.688, -2.519], [-1.280, 0.783, 3.093], [3.420, -1.545, 0.503], [0.189, 6.030, -1.098], [3.661, -1.837, 1.515], [-3.201, 1.609, 0.118], [-2.721, 3.125, -3.574], [4.937, -2.292, 1.826], [-2.347, -1.484, 0.731], [0.652, -0.021, 4.268], [-5.240, 1.589, -0.556], [-3.408, -4.672, 0.378], [1.089, -4.011, 1.966], [-3.992, 3.614, 1.856], [1.163, 2.905, -3.490], [3.196, 3.395, -4.123], [2.330, 6.462, 0.075], [-0.998, 2.334, -2.560], [0.708, -5.983, -1.818], [1.973, 2.725, 2.112], [1.770, 5.558, 0.280], [0.011, -2.442, 2.972], [0.826, 0.318, 3.246], [-1.844, -3.202, 4.336], [-0.949, -5.086, -0.835], [-3.178, -2.614, 0.841], [1.342, -1.628, -0.776], [0.219, -0.773, -4.798], [4.242, 2.297, -2.112], [-1.639, 3.050, -3.563], [-4.524, 2.035, 0.124], [1.014, 1.494, -1.503], [-0.266, 2.193, 3.328], [0.261, -3.778, 2.629], [0.482, -0.725, -3.439], [-1.956, 3.662, 2.505], [-4.134, -2.525, 1.341], [1.030, -0.782, -5.512], [-2.662, -2.971, 5.010], [-1.060, -2.173, 3.824], [0.495, 3.607, -4.498], [0.301, -5.076, -1.391], [-0.891, 3.679, -4.549], [-2.651, -0.534, 1.151], [4.532, -2.849, 5.144], [-0.313, -5.830, 2.851], [2.387, 1.606, -1.367], [1.501, -0.694, -3.070], [-2.897, 0.838, -0.581], [3.193, 4.809, 1.704], [-4.921, 3.037, 0.995], [-1.184, -1.521, 0.134], [-2.109, -0.796, -4.268]], "multiplicity": 5, "e_homo_ev": [-4.889, -7.693], "e_lumo_ev": [-1.2, -0.8], "total_charge": 0}


Record 3
{"formula": "C51H38NOP2PdS", "method": "the ωB97M-V functional and the def2-TZVPD basis", "symbols": ["C", "C", "C", "C", "H", "C", "H", "C", "H", "H", "C", "H", "C", "H", "H", "C", "C", "C", "H", "H", "C", "C", "C", "C", "H", "C", "O", "C", "C", "C", "C", "C", "H", "C", "C", "C", "H", "S", "H", "C", "C", "H", "P", "C", "H", "C", "C", "C", "H", "H", "C", "H", "C", "Pd", "H", "H", "H", "H", "C", "H", "H", "H", "H", "H", "C", "H", "H", "C", "C", "C", "H", "H", "C", "C", "H", "C", "H", "N", "H", "H", "C", "C", "C", "C", "P", "H", "H", "C", "H", "C", "C", "C", "C", "C", "C"], "coordinates": [[-3.648, -1.438, 2.322], [-1.914, -2.612, -4.513], [-1.415, -2.588, -0.455], [0.221, 2.027, -4.256], [3.023, 4.065, -2.551], [2.004, -1.017, -2.755], [4.714, 0.521, 2.064], [-1.358, 2.247, 3.983], [-0.558, 1.460, -4.747], [-3.180, 6.819, -0.613], [1.600, 4.001, -4.160], [-2.193, -4.541, -0.251], [-0.881, -2.105, 2.849], [3.864, -2.248, -5.308], [0.298, 3.119, 1.171], [2.825, -1.272, -1.659], [1.489, 0.357, 3.034], [2.366, -1.339, -4.071], [3.041, 0.828, 6.008], [-4.320, -3.692, 0.636], [-1.840, 5.205, -1.157], [0.844, 1.520, -3.122], [-3.810, -1.540, 0.738], [-2.801, -0.641, 0.041], [4.733, -2.102, -1.108], [0.596, 3.266, -4.768], [2.019, -1.734, 0.861], [2.235, 3.496, -3.030], [1.856, 2.269, -2.514], [4.015, 0.735, 4.091], [1.643, 0.515, 4.409], [-2.312, -3.481, -0.045], [-1.448, 5.631, 4.176], [-0.251, 3.238, 2.099], [-3.021, 5.747, -0.603], [-1.327, -0.701, 2.762], [-5.650, 2.949, 0.849], [2.544, -0.398, 0.309], [5.002, 0.920, 4.503], [-3.452, -3.054, 0.810], [-0.541, 4.505, 2.586], [-3.804, -3.582, 2.952], [0.502, -0.103, -2.329], [-3.166, -2.920, 2.364], [0.778, 0.508, 5.065], [2.912, 0.697, 4.940], [-3.175, -0.631, -4.012], [-0.659, 2.097, 2.786], [-1.399, -4.138, 2.888], [5.358, -2.763, -3.401], [-2.628, -0.404, 2.694], [-0.232, 5.380, 2.026], [4.046, -1.899, -1.931], [0.236, -0.168, -0.109], [-5.109, 0.565, 0.888], [-4.831, -1.377, 0.388], [1.890, 4.963, -4.568], [2.334, 1.872, -1.624], [-3.135, 0.795, -0.013], [-4.103, -0.071, -4.050], [0.117, -2.635, -3.815], [-1.854, -3.603, -4.946], [-4.872, 5.324, 0.377], [-3.964, -2.324, -5.077], [-0.866, -0.796, -3.318], [-2.960, 0.628, 2.672], [-0.532, -2.919, -0.989], [-1.617, 3.857, -1.143], [-1.230, 4.645, 3.782], [-2.568, 2.976, -0.567], [-2.167, 3.616, 5.418], [0.178, -2.280, 3.014], [2.587, 0.329, 2.177], [-3.962, 4.919, -0.055], [-4.601, -1.274, 2.831], [3.850, 0.530, 2.727], [-2.143, 0.870, -2.876], [-2.287, 1.652, -0.550], [0.096, 3.653, -5.648], [-0.711, 3.422, -1.547], [-0.802, -2.066, -3.881], [-3.761, 3.521, -0.040], [-2.071, -0.090, -3.374], [4.409, -2.266, -3.218], [-0.091, 0.472, 2.140], [1.712, -1.081, -4.900], [-1.102, 5.867, -1.595], [-4.696, 2.594, 0.475], [-1.688, 1.371, 4.525], [3.570, -1.981, -4.298], [-1.572, -1.130, -0.272], [-4.396, 1.269, 0.487], [-1.737, -3.115, 2.759], [-3.098, -1.895, -4.587], [-1.636, 3.513, 4.479]], "e_homo_ev": -3.405, "e_lumo_ev": 2.4, "total_charge": -1}


Record 4
{"formula": "C51H39BrN4O4W", "method": "the ωB97M-V functional and the def2-TZVPD basis", "symbols": ["C", "H", "C", "H", "N", "C", "H", "H", "C", "C", "O", "C", "H", "C", "C", "C", "C", "H", "C", "H", "W", "C", "H", "H", "H", "C", "C", "C", "Br", "C", "C", "C", "H", "C", "C", "C", "N", "N", "H", "C", "C", "C", "C", "C", "H", "H", "H", "H", "O", "C", "H", "C", "H", "H", "C", "C", "H", "H", "C", "O", "C", "H", "C", "H", "C", "C", "O", "H", "H", "C", "H", "C", "H", "H", "C", "C", "C", "C", "C", "H", "C", "H", "C", "H", "C", "C", "H", "H", "H", "H", "H", "C", "C", "C", "C", "C", "H", "N", "H", "H"], "coordinates": [[-1.681, 1.213, 1.236], [-0.827, 1.543, -5.191], [-1.223, -4.369, 0.794], [-4.109, 4.300, -1.346], [-1.350, 0.478, -2.056], [-2.593, -1.362, -1.126], [3.453, -2.518, 4.647], [-0.018, 3.119, -3.436], [2.510, -1.386, 3.095], [0.349, 2.804, -1.368], [-0.316, -1.364, -0.325], [0.461, -0.945, 4.866], [2.898, -0.116, -2.834], [-0.679, -0.698, 5.704], [3.663, 5.561, -1.722], [-1.780, -3.107, 0.579], [-0.657, 0.280, 3.080], [-3.857, 5.305, 0.898], [-3.024, 4.791, 0.437], [5.359, -0.521, -2.741], [1.342, 0.515, 0.733], [5.418, -0.439, -0.572], [-0.656, -4.852, 0.011], [-0.225, -5.269, -5.034], [-1.673, 5.173, 2.065], [1.574, -1.701, 5.273], [-2.113, -4.411, 3.026], [-1.781, 0.455, 3.882], [2.311, 2.280, 2.165], [3.319, -0.101, 0.434], [-0.730, 4.079, 0.487], [1.536, 3.773, -1.423], [-2.440, -0.289, -5.670], [-2.657, -3.146, 2.830], [-1.396, -5.018, 2.008], [-1.064, -3.201, -1.875], [2.743, -0.072, -0.755], [-0.591, 0.700, 1.791], [-3.227, -2.672, 3.620], [-2.490, -2.498, 1.620], [1.301, 5.106, -1.754], [-0.868, 3.498, -0.775], [0.471, -0.437, 3.568], [4.786, -0.401, -1.831], [0.287, 5.462, -1.889], [-2.213, -5.835, -3.670], [1.208, -3.368, -4.379], [1.613, -2.107, 6.276], [0.680, 1.689, -0.497], [2.589, -1.927, 4.380], [4.485, 6.255, -1.830], [-1.524, -2.372, -0.703], [5.169, -0.241, 1.559], [2.156, 7.022, -2.163], [-1.799, 4.716, 1.092], [-2.183, -0.534, -2.319], [-2.928, -1.517, 1.492], [1.146, 1.874, -3.100], [-2.902, 1.072, 3.292], [6.728, -0.617, -0.431], [-1.233, 0.939, -4.390], [-3.794, 1.245, 3.882], [3.904, 4.236, -1.396], [-2.742, -4.531, -1.658], [-0.462, -4.689, -4.153], [-2.126, -0.082, -4.655], [1.304, -2.769, 0.526], [-2.617, 0.143, 5.862], [-2.838, -0.701, -0.298], [-1.754, -0.030, 5.233], [-1.626, 1.450, 0.183], [-1.576, -5.007, -3.387], [-2.256, -4.923, 3.968], [0.660, -2.024, -2.404], [-2.090, 3.584, -1.427], [3.432, -0.188, -1.896], [0.039, -2.875, -2.655], [0.738, -1.777, 0.246], [-1.875, -4.270, -2.254], [3.061, 2.321, -1.000], [-0.864, 1.187, -3.069], [-3.705, 1.867, 1.468], [2.357, 5.991, -1.906], [7.179, -0.712, -1.280], [-3.165, 4.228, -0.821], [0.168, 2.258, -2.791], [4.919, 3.890, -1.245], [0.229, 4.039, 0.990], [-3.481, -1.955, -1.357], [-2.225, 3.160, -2.413], [-0.664, -1.074, 6.719], [-2.606, -0.846, -3.600], [2.847, 3.347, -1.257], [4.672, -0.266, 0.599], [-2.858, 1.418, 1.967], [0.343, -3.624, -3.783], [3.295, -1.570, 2.380], [1.489, -0.641, 2.692], [-3.285, -1.671, -3.769], [-0.970, -6.002, 2.153]], "multiplicity": 3, "e_homo_ev": [-13.162, -13.282], "e_lumo_ev": [-6.0, -7.9], "total_charge": 2}


Electronic energy? In order: -400674.90426; -134773.95125; -89931.84845; -139527.55059 eV.
ΔE to the lowest compared entry with this formula, charge and spin? In order: 188.6; 265.2; 339.0; 190.9 kJ/mol.